No. 1
Molecular formula: C2H6N4O2
Method: DFT, ωB97M-V/def2-TZVPD

Geometry as XYZ:
```
14
Properties=species:S:1:pos:R:3:forces:R:3
H 1.877681 1.669964 -0.155519 -2.6 -0.9 0.4
N 0.903281 1.219576 0.109886 2.8 4.6 -0.3
C 1.032289 0.027026 0.009151 1.5 -7.0 0.1
N 2.227190 -0.748830 -0.360182 -1.0 1.4 0.7
O 3.414562 -0.005142 -0.076939 0.1 -2.3 1.1
O 0.071753 -0.932272 0.513294 -2.3 0.7 -2.9
C -1.271938 -0.400039 0.138683 -1.6 2.3 1.2
N -2.502407 -0.879640 -0.127227 3.8 3.2 1.1
N -3.448585 0.320864 -0.275895 0.1 -1.8 1.0
H 2.420442 -1.575830 -0.950813 -1.0 1.1 0.5
H 3.728096 -0.625543 0.655544 0.1 1.9 -1.1
H -1.039695 0.757815 0.342229 -1.4 -2.4 -0.8
H -4.453842 -0.076613 0.094272 3.7 2.0 -0.7
H -2.958827 1.248660 0.083522 -2.0 -2.7 -0.3
```
Positions in Å, forces in eV/Å.

Multiplicity = 1
SMILES string = [H]/N=C(\NO)O/C=N/N
ΔE to the lowest compared entry with this formula, charge and spin = 6.415 eV
LUMO energy = 0.6 eV
Energy = -449.08544 Eh
HOMO level = -8.901 eV



No. 2
Molecular formula: C2H6N4O2
Method: DFT, ωB97M-V/def2-TZVPD

Geometry as XYZ:
```
14
Properties=species:S:1:pos:R:3:forces:R:3
C -1.601338 2.379146 -0.717371 1.1 -0.6 -0.7
N -1.181741 1.162384 -0.753465 -0.7 1.6 1.0
O -0.171406 0.923634 0.161903 0.2 1.0 0.7
C 0.352067 -0.314052 0.173405 2.5 -3.2 -1.1
N 0.397785 -1.250766 -0.721645 -0.9 1.3 0.6
O -0.393362 -1.015062 -1.863741 -0.6 2.3 1.7
N 1.217439 -0.505920 1.328946 -4.4 -1.8 2.7
N 1.751475 -1.919302 1.420476 -0.3 2.4 0.9
H -2.426096 2.479368 -1.446278 0.5 0.6 0.7
H -1.043377 3.229535 -0.177732 -1.2 -1.5 -0.6
H -0.868441 -0.132644 -1.510555 0.3 -2.4 -2.4
H 0.356370 -0.520050 2.150723 3.5 0.3 -2.3
H 1.080521 -2.633444 1.162664 -0.1 0.4 -0.6
H 2.530104 -1.882827 0.792668 0.2 -0.4 -0.4
```
Positions in Å, forces in eV/Å.

Multiplicity = 1
SMILES string = C=NO/C(=N\O)NN
ΔE to the lowest compared entry with this formula, charge and spin = 6.224 eV
LUMO energy = 0.1 eV
Energy = -449.09245 Eh
HOMO level = -8.715 eV



No. 3
Molecular formula: C2H6N4OS
Method: DFT, ωB97M-V/def2-TZVPD

Geometry as XYZ:
```
14
Properties=species:S:1:pos:R:3:forces:R:3
C -1.305355 -0.423558 -0.622806 -0.8 2.4 1.5
C -1.789879 0.751986 0.216134 0.9 0.3 0.1
N -0.580891 -0.286947 -1.625411 1.7 0.7 -3.4
N 0.035086 -0.143716 -2.587500 -0.3 -0.2 1.2
N 1.519204 -0.464134 0.915208 0.7 0.4 -0.5
N 2.137234 -0.897642 -0.198898 0.7 0.4 -1.8
O 1.034632 0.819599 2.932079 0.9 0.5 -0.5
S 1.974909 0.776588 1.791479 -1.6 -1.6 -0.2
H -1.643365 -1.374580 -0.471064 -0.8 -2.3 0.6
H -1.253731 0.681193 1.217017 -0.9 0.5 -1.1
H -2.869794 0.639701 0.312838 0.0 0.0 0.4
H -1.646509 1.766952 -0.278533 0.2 -1.4 0.6
H 2.750541 -0.245054 -0.780479 -1.2 -1.1 1.3
H 1.637918 -1.600390 -0.820064 0.5 1.5 1.7
```
Positions in Å, forces in eV/Å.

Multiplicity = 1
ΔE to the lowest compared entry with this formula, charge and spin = 5.311 eV
LUMO energy (alpha / beta) = -0.4 / -0.3 eV
Energy = -772.10308 Eh
HOMO level (alpha / beta) = -8.336 / -8.337 eV



No. 4
Molecular formula: C2H6N4S
Method: DFT, ωB97M-V/def2-TZVPD

Geometry as XYZ:
```
13
Properties=species:S:1:pos:R:3:forces:R:3
C 0.760248 0.862620 0.575142 -0.7 0.9 -1.4
C -0.355818 -1.151295 -0.708998 4.6 1.3 -5.0
N 0.965747 -0.043797 1.513410 1.0 0.1 0.0
N 0.044740 0.022723 2.374376 -1.4 0.3 0.2
N -0.376798 1.630086 0.841718 1.7 1.6 -1.5
N -0.886361 0.951244 1.882441 -3.3 0.1 4.6
S 2.041384 1.342935 -0.489168 -0.5 2.2 -0.2
H -1.200889 -1.460333 -0.315996 -4.3 -1.0 1.9
H 0.498962 -1.739096 -0.411209 0.2 0.0 0.2
H -0.312638 -0.937195 -1.893338 -0.4 -0.2 3.0
H -0.993417 2.087864 0.107701 1.0 -1.5 1.3
H -1.234051 1.533206 2.748672 0.8 -1.2 -2.3
H 2.216425 0.096721 -0.512659 1.3 -2.6 -0.7
```
Positions in Å, forces in eV/Å.

Multiplicity = 1
ΔE to the lowest compared entry with this formula, charge and spin = 6.770 eV
LUMO energy (alpha / beta) = 0.1 / 0.4 eV
Energy = -696.77729 Eh
HOMO level (alpha / beta) = -6.574 / -8.458 eV



No. 5
Molecular formula: C2H6N4S
Method: DFT, ωB97M-V/def2-TZVPD

Geometry as XYZ:
```
13
Properties=species:S:1:pos:R:3:forces:R:3
H 0.015987 -1.461266 -2.704790 0.4 -0.7 -1.0
N 0.100186 -1.401727 -1.714832 0.6 -1.5 0.1
C -0.211640 -0.222513 -1.454906 -0.3 -0.2 0.9
N -0.361429 0.216008 -0.194688 -0.5 -0.4 2.5
S -1.203293 1.591799 0.158608 0.9 2.7 1.8
C -0.190315 -0.507615 1.060032 -2.8 1.5 -0.9
N 0.899556 -0.832337 1.482438 5.5 -2.0 0.2
N 2.000210 -0.800144 0.547744 2.2 0.1 1.8
H -0.487997 0.457586 -2.194377 -0.4 1.6 -1.1
H -0.256752 2.198785 1.215271 -1.7 -1.1 -2.3
H -0.965101 -0.385871 1.857449 0.1 -0.2 -1.3
H 1.823759 -1.382878 -0.351485 0.7 1.0 2.2
H 3.064847 -0.786958 1.164815 -4.7 -0.8 -2.9
```
Positions in Å, forces in eV/Å.

Multiplicity = 1
SMILES string = [H]/N=C/N(S)/C=N\N
ΔE to the lowest compared entry with this formula, charge and spin = 4.124 eV
LUMO energy = 0.5 eV
Energy = -696.87450 Eh
HOMO level = -8.575 eV



No. 6
Molecular formula: C2H6N4S
Method: DFT, ωB97M-V/def2-TZVPD

Geometry as XYZ:
```
13
Properties=species:S:1:pos:R:3:forces:R:3
H -1.974838 -1.534692 1.122060 0.0 -0.2 0.1
N -2.301835 -0.632179 0.805133 0.1 0.1 -0.2
C -1.435879 -0.092303 0.060983 0.1 0.4 -0.2
N -1.594950 1.214323 -0.403252 0.7 -0.3 -1.1
S 0.063467 -0.922857 -0.497719 0.3 0.1 0.1
C 1.466257 0.089765 0.090013 -0.4 0.5 0.0
N 1.245265 1.434680 0.244758 0.2 -0.5 -0.1
N 2.606770 -0.430172 0.259646 -0.2 0.2 0.0
H 2.582104 -1.423405 0.094736 0.1 -0.3 0.0
H -1.262611 1.379701 -1.380428 -0.5 -0.2 1.4
H -2.521173 1.549204 -0.205476 -0.3 0.2 -0.1
H 0.312758 1.782652 0.356554 -0.3 0.0 0.0
H 1.979269 1.920920 0.726081 0.2 0.1 0.1
```
Positions in Å, forces in eV/Å.

Multiplicity = 1
SMILES string = [H]/N=C(/N)S/C(N)=N\[H]
ΔE to the lowest compared entry with this formula, charge and spin = 0.002 eV
LUMO energy = 0.7 eV
Energy = -697.02601 Eh
HOMO level = -9.370 eV



No. 7
Molecular formula: C2H6N5P
Method: DFT, ωB97M-V/def2-TZVPD

Geometry as XYZ:
```
14
Properties=species:S:1:pos:R:3:forces:R:3
H 3.915847 -1.023589 0.692216 -0.5 1.0 -0.3
N 3.237996 -0.230099 0.598156 1.9 -1.4 0.8
P 1.966240 -0.712652 -0.133655 -0.7 0.8 0.1
N 1.012987 0.611683 0.133153 -4.2 0.0 -2.0
C -0.684904 0.695626 -0.258952 4.5 3.2 -1.9
C -1.105247 -0.460964 -1.186602 1.8 -0.7 4.3
N -1.851060 -1.270511 -0.207083 -1.0 -1.6 0.3
N -1.962259 -0.749312 0.911532 0.6 -0.2 -1.6
N -1.331563 0.474350 0.905270 -2.7 -1.0 2.9
H 1.184005 1.283012 0.856712 0.5 0.2 0.2
H -0.935738 1.774284 -0.723199 1.2 -2.4 1.0
H -1.754686 -0.128252 -1.883040 -2.0 0.9 -2.6
H -0.304685 -1.110386 -1.561009 -0.2 0.6 -0.2
H -1.386938 0.846811 1.856507 0.8 0.6 -1.2
```
Positions in Å, forces in eV/Å.

Multiplicity = 1
SMILES string = [H]/N=P/N[C@H]1CN=NN1
ΔE to the lowest compared entry with this formula, charge and spin = 0.947 eV
LUMO energy = 0.8 eV
Energy = -694.83765 Eh
HOMO level = -9.181 eV



No. 8
Molecular formula: C2H6N5S
Method: DFT, ωB97M-V/def2-TZVPD

Geometry as XYZ:
```
14
Properties=species:S:1:pos:R:3:forces:R:3
C -2.218364 0.124306 -0.030574 -2.0 1.7 1.6
C 0.957120 -0.716640 0.105512 -0.1 -1.7 0.1
N 1.388736 -0.862015 1.279406 0.9 -0.8 -0.2
N -2.925937 0.423456 0.840071 0.7 -1.0 -0.9
N 1.051572 -1.708331 -0.847830 -0.8 1.9 -0.5
N 0.211658 0.452500 -0.086951 0.5 2.9 -0.6
N 0.939830 1.532974 -0.435230 -1.2 2.6 1.0
S -1.271955 0.213611 -1.318695 0.6 -0.8 -1.7
H 1.154486 -0.108970 1.898115 -0.1 0.3 0.3
H 0.578090 -1.636236 -1.800968 1.1 -0.7 2.3
H 1.262105 -2.512980 -0.283893 0.1 -1.1 -1.1
H 0.630206 2.484315 -0.075385 0.1 -2.1 -0.3
H 1.914774 1.566714 -0.662576 0.4 -1.1 -0.5
H -3.672318 0.747291 1.419004 -0.1 -0.1 0.4
```
Positions in Å, forces in eV/Å.

Multiplicity = 1
ΔE to the lowest compared entry with this formula, charge and spin = 3.604 eV
Net charge = +1
LUMO energy (alpha / beta) = -5.5 / -5.5 eV
Energy = -751.38047 Eh
HOMO level (alpha / beta) = -13.034 / -13.033 eV